No. 1
The following is a DFT calculation (ωB97M-V with the def2-TZVPD basis set) of an isolated molecule of C4HNO.

```
7
Properties=species:S:1:pos:R:3:forces:R:3:nbo_charge:R:1
O 1.5833 -0.8932 -1.2653 -0.62 0.28 0.50 -0.4378
C 0.6048 -1.0663 -0.5988 0.32 0.20 -0.20 0.4167
C -0.2371 -0.0564 0.1497 -0.62 0.09 0.42 -0.3194
C -1.3030 0.0875 0.8741 0.10 -0.69 -0.18 0.1661
C -0.4049 1.4232 0.5325 0.45 1.04 -0.10 0.1459
N -0.4011 2.5748 0.7497 0.30 -1.19 -0.43 -0.1348
H 0.1581 -2.0697 -0.4419 0.06 0.27 0.00 0.1633
```
Forces are in eV/Å.

Summary:
Highest occupied orbital energy   -11.457 eV
Relative energy (zero: lowest compared OMol25 entry of this formula, charge and spin)   59.2 kcal/mol
Charge   0
Gap between HOMO and LUMO   9.78 eV

=====

No. 2
The following is a DFT calculation (ωB97M-V with the def2-TZVPD basis set) of an isolated molecule of C4HNO.

```
7
Properties=species:S:1:pos:R:3:forces:R:3:nbo_charge:R:1
O -1.0362 -1.0615 1.3725 0.28 0.44 -0.24 -0.4425
C -0.6676 -0.2830 0.5449 0.04 -0.40 0.49 0.6288
C 0.7012 0.0002 0.1784 0.64 0.13 0.02 -0.1522
C 1.8356 0.2458 -0.1351 -0.44 -0.05 0.18 -0.0805
C -2.0904 0.1753 -1.3070 0.06 0.67 0.73 0.4104
N -1.5893 0.4462 -0.2606 -0.43 -0.72 -1.20 -0.6102
H 2.8467 0.4770 -0.3931 -0.16 -0.07 0.01 0.2460
```
Forces are in eV/Å.

Summary:
Highest occupied orbital energy   -11.495 eV
Relative energy (zero: lowest compared OMol25 entry of this formula, charge and spin)   20.1 kcal/mol
Charge   0
Gap between HOMO and LUMO   10.96 eV

=====

No. 3
The following is a DFT calculation (ωB97M-V with the def2-TZVPD basis set) of an isolated molecule of C4HNO2.

```
8
Properties=species:S:1:pos:R:3:forces:R:3:nbo_charge:R:1
C 0.8193 1.6633 0.4701 -0.12 -0.93 -0.55 -0.1240
C 0.7768 0.4713 0.4313 0.16 -0.60 0.76 -0.1397
C 0.5749 -0.9677 0.4202 0.68 -0.27 -0.31 0.6177
O 1.2993 -1.7936 0.8909 -0.04 0.27 0.24 -0.4649
N -0.5489 -1.3137 -0.3246 2.61 -2.51 1.33 -0.5856
C -1.3739 -0.6260 -0.8018 -1.11 0.65 -0.08 0.9092
O -2.2630 -0.0633 -1.2147 -2.26 1.66 -1.48 -0.4467
H 0.7156 2.6297 0.1288 0.09 1.73 0.09 0.2341
```
Forces are in eV/Å.

Summary:
Highest occupied orbital energy   -11.301 eV
SMILES string   C#CC(=O)N=C=O
Relative energy (zero: lowest compared OMol25 entry of this formula, charge and spin)   0.6 kcal/mol
Charge   0
Gap between HOMO and LUMO   11.10 eV

=====

No. 4
The following is a DFT calculation (ωB97M-V with the def2-TZVPD basis set) of an isolated molecule of C4N2O2.

```
8
Properties=species:S:1:pos:R:3:forces:R:3:nbo_charge:R:1
N 2.1453 1.8884 1.0280 -0.35 -0.12 -0.16 -0.1957
C 1.4532 1.0862 0.5808 0.11 -0.67 -0.10 0.1504
C 0.7431 -0.1054 0.0004 1.70 -0.29 -0.21 0.4199
O 1.3540 -1.0638 -0.4212 -1.19 1.37 0.59 -0.3774
C -0.7677 0.0377 0.0152 -0.54 1.65 1.15 0.3871
O -1.2927 0.9453 0.6400 0.79 -1.50 -1.10 -0.3724
C -1.4980 -0.9703 -0.7118 -1.06 -0.98 -0.33 0.1509
N -2.1558 -1.7943 -1.1792 0.54 0.56 0.17 -0.1628
```
Forces are in eV/Å.

Summary:
Highest occupied orbital energy   -12.191 eV
SMILES string   N#CC(=O)C(=O)C#N
Relative energy (zero: lowest compared OMol25 entry of this formula, charge and spin)   0.0 kcal/mol
Charge   0
Gap between HOMO and LUMO   9.34 eV